# 1
Computed, not measured: a single CH4N4 molecule at a distorted geometry, with ωB97M-V/def2-TZVPD.

Last column: Mulliken charge in e.
Geometry (Å):
N 0.59485 -1.11747 -0.02055  0.001
N -0.67683 -0.52921 -0.14823  -0.363
N 1.07591 1.01922 0.06588  -0.212
N 1.51754 -0.14688 0.03882  -0.202
C -0.38353 0.97664 -0.13126  -0.207
H -0.81371 1.56504 0.74724  0.231
H -1.31429 -0.88362 0.71218  0.270
H 0.71194 -2.16893 -0.03802  0.265
H -0.71188 1.28522 -1.22606  0.216

Summary:
Frontier orbital gap   9.255 eV
Lowest unoccupied orbital energy   1.0 eV
HOMO   -8.25 eV
Structure (SMILES)   C1N=NNN1
Relative energy (zero: lowest compared OMol25 entry of this formula, charge and spin)   4.3861 eV

***

# 2
Computed, not measured: a molecular structure, C22H45N2OP3Pb at a distorted geometry, with ωB97M-V/def2-TZVPD.

Last column: Mulliken charge in e.
Geometry (Å):
Pb -0.69330 -0.10141 -1.17789  1.036
P 1.12061 1.39150 0.57901  0.650
P 1.78328 -0.49670 -2.66158  0.824
P -1.38434 2.36537 -2.30661  0.716
O -2.52728 -0.47247 -2.18510  -0.677
N -2.12126 -0.50563 0.80159  -0.068
N -1.53784 -1.14865 1.85381  0.246
C -2.03471 -2.39961 -3.53331  -0.224
C -2.78127 2.57455 -3.48286  -1.537
C -2.14712 -0.89207 3.02473  0.723
C -2.60727 -1.13591 -3.39512  0.385
C 3.28596 0.53125 -2.57069  -1.323
C -4.09279 1.01368 0.52815  -1.287
C -3.21322 -0.04837 2.71064  -1.137
C 2.46150 -2.08032 -2.05798  -1.133
C -1.75532 3.54859 -0.94950  -0.892
C -3.24673 -0.46454 -4.45699  -0.316
C 2.29410 0.14942 1.23191  -1.107
C 0.32007 1.92695 2.13063  -1.233
C 0.69256 -4.42267 0.92280  -0.617
C 0.09571 3.10032 -3.09137  -0.942
C -1.67638 -1.41786 4.31533  -1.247
C -0.09890 -4.93326 -0.03520  -0.593
C 1.50835 -0.78220 -4.44047  -1.098
C -3.20062 -1.00327 -5.75793  -0.745
C -3.16400 0.17906 1.33284  0.559
C -1.90333 -2.88593 -4.87152  -0.621
C -2.55134 -2.23514 -5.94285  -0.425
C 2.17844 2.81835 0.15557  -1.364
H -3.65910 2.04672 -3.08843  0.500
H 0.79107 3.50156 -2.33669  0.293
H -0.72786 2.20853 1.94237  0.264
H -2.53859 -2.64329 -6.96138  0.470
H -5.13085 0.72984 0.75810  0.471
H 1.53163 0.17704 -4.97944  0.394
H -3.64107 -0.42692 -6.58076  0.489
H -3.02690 3.64470 -3.58068  0.595
H 0.29430 -4.13422 1.90773  0.331
H -0.72152 -1.74823 1.71656  0.039
H 1.67498 -2.70991 -1.61813  0.197
H 0.32598 1.10322 2.86052  0.419
H 3.04929 1.57755 -2.79940  0.369
H 0.63463 2.35617 -3.69973  0.206
H 2.29200 -1.45262 -4.82112  0.547
H 1.56140 3.63825 -0.24816  0.417
H -1.62434 -0.60612 5.06030  0.371
H 0.52137 -1.24122 -4.59630  0.145
H -2.52676 2.15628 -4.46776  0.418
H 3.02233 -0.17096 0.46805  0.246
H 2.68075 3.15751 1.07361  0.543
H 3.22081 -1.87179 -1.28744  0.417
H -3.93078 0.88653 -0.54967  0.173
H -2.56359 3.16454 -0.31044  0.075
H 0.30449 -5.30051 -0.99252  0.326
H 1.74106 -0.74244 1.57470  0.251
H -0.68077 -1.88043 4.22870  0.321
H -3.68013 0.53499 -4.23971  0.707
H 3.71578 0.47490 -1.55732  0.419
H -2.37250 -2.17817 4.70880  0.362
H -0.22176 3.92798 -3.74663  0.510
H -3.93262 0.36972 3.40939  0.509
H 4.01583 0.14445 -3.29956  0.498
H 1.77581 -4.35448 0.79361  0.325
H -1.59885 -2.97258 -2.67704  0.639
H 0.86384 2.79253 2.54777  0.510
H -0.86485 3.74557 -0.31663  0.285
H -1.30830 -3.76322 -5.08672  0.526
H -1.19255 -4.96636 0.08108  0.299
H -1.91180 0.75563 -2.30870  0.412
H -2.09054 4.51002 -1.39471  0.517
H 2.92924 2.54198 -0.60015  0.313
H 2.92205 -2.59978 -2.90787  0.511
H -3.98821 2.07563 0.79044  0.300
H 2.82533 0.59028 2.08587  0.521

Summary:
Frontier orbital gap (alpha / beta)   4.172 / 4.582 eV
Lowest unoccupied orbital energy (alpha / beta)   -15.3 / -14.9 eV
HOMO (alpha / beta)   -19.50 / -19.50 eV
Net charge   +4
Relative energy (zero: lowest compared OMol25 entry of this formula, charge and spin)   2.8721 eV

***

# 3
Computed, not measured: a single C3H6N4 molecule at a distorted geometry, with ωB97M-V/def2-TZVPD.

Last column: Mulliken charge in e.
Geometry (Å):
N 1.69995 -1.94740 0.03578  -0.328
N -1.27134 -0.09108 -0.47377  0.066
N -0.42649 -1.10309 -0.64914  -0.495
N -1.45789 2.23820 -0.24236  -0.687
C -0.84440 1.17447 0.09260  0.742
C 0.75635 -1.08385 -0.27545  0.100
C 0.25144 1.09106 0.96648  -0.990
H 2.66197 -1.67998 -0.10164  0.262
H 0.29625 0.32416 1.71594  0.364
H -1.96985 -0.02577 -1.20903  0.282
H -2.13290 2.13315 -0.99723  0.180
H 1.50037 -2.93837 0.10394  0.222
H 0.93656 1.90852 1.03389  0.282

Summary:
Frontier orbital gap (alpha / beta)   7.709 / 7.144 eV
Lowest unoccupied orbital energy (alpha / beta)   -0.1 / -0.2 eV
HOMO (alpha / beta)   -7.79 / -7.34 eV
Relative energy (zero: lowest compared OMol25 entry of this formula, charge and spin)   4.4333 eV